{"formula": "C16H36N5O4S", "method": "ωB97M-V/def2-TZVPD", "elements": ["C", "C", "N", "C", "C", "S", "H", "H", "H", "H", "H", "H", "H", "H", "C", "O", "N", "C", "C", "H", "H", "H", "H", "H", "H", "H", "C", "O", "N", "C", "C", "H", "H", "H", "H", "H", "H", "H", "C", "O", "N", "C", "C", "H", "H", "H", "H", "H", "H", "H", "C", "O", "N", "C", "C", "H", "H", "H", "H", "H", "H", "H"], "positions_angstrom": [[-0.54863, 2.20276, 3.10480], [-1.06276, 3.03346, 1.93859], [-0.69619, 2.82726, 0.72981], [-2.08359, 4.11135, 2.28369], [-3.57049, 3.71442, 2.06262], [-3.90854, 2.02508, 1.75186], [-0.18188, 2.85444, 3.91094], [0.26254, 1.52441, 2.79491], [-1.38262, 1.61182, 3.51566], [-0.02406, 2.05049, 0.71311], [-1.94240, 4.37078, 3.35183], [-1.81295, 5.01306, 1.70248], [-4.15388, 4.01355, 2.94836], [-3.53607, 1.24697, 2.84972], [4.41675, 1.13897, 0.28343], [4.00051, 1.54024, 1.35327], [3.66854, 0.96869, -0.82374], [4.22661, 0.44000, -2.04600], [2.24933, 1.29504, -0.78621], [5.47562, 0.86453, 0.12885], [4.11881, 1.15182, -2.86801], [3.73053, -0.49090, -2.32957], [5.28797, 0.23770, -1.90243], [2.09313, 2.35788, -0.59875], [1.74335, 0.72145, -0.01255], [1.80951, 1.02352, -1.74272], [-1.05608, -0.75466, -0.14933], [-0.00276, -1.04986, -0.70789], [-1.97672, -1.66577, 0.20221], [-3.20539, -1.28632, 0.86685], [-1.68076, -3.06828, -0.03142], [-1.32054, 0.27395, 0.13920], [-3.27879, -1.76895, 1.84377], [-4.07512, -1.56548, 0.26819], [-3.19708, -0.20529, 1.00796], [-0.75353, -3.35951, 0.46402], [-1.56510, -3.27888, -1.09684], [-2.49692, -3.66701, 0.36972], [-2.05619, 0.86643, -4.87038], [-2.52734, 1.48724, -5.80504], [-1.52858, -0.37244, -4.98676], [-0.96032, -1.09398, -3.86869], [-1.53533, -0.99043, -6.29749], [-2.02036, 1.26443, -3.84443], [0.09385, -1.31934, -4.04627], [-1.48913, -2.03613, -3.70632], [-1.02641, -0.50167, -2.95788], [-0.97820, -0.38733, -7.01631], [-2.55393, -1.09335, -6.67480], [-1.07786, -1.97550, -6.22163], [1.52569, -3.44520, 2.91760], [0.96910, -3.98574, 1.97898], [1.97454, -2.17514, 2.91373], [2.63166, -1.58766, 4.05778], [1.75948, -1.36388, 1.72490], [1.71108, -3.96517, 3.87297], [2.07535, -0.72430, 4.42872], [3.64251, -1.26101, 3.80443], [2.69607, -2.32716, 4.85609], [0.69770, -1.27883, 1.50493], [2.23196, -1.81602, 0.85245], [2.17431, -0.37054, 1.89302]], "e_homo_ev": -2.30, "total_charge": -1, "homo_lumo_gap_ev": 4.67}